[1]
ORCA calculation (wB97M-V/def2-TZVPD) on the ion C10H13N2 with charge +1.

Each line ends with the Mulliken charge.
Positions of all 25 atoms, in Å:
H: -4.483 -0.845 -0.860  0.27
N: -3.484 -0.867 -0.509  -0.48
C: -2.785 0.126 -0.377  0.29
N: -3.426 1.559 -0.275  -0.37
C: -1.313 0.120 -0.098  -0.67
C: -0.182 -0.683 0.029  0.79
C: -0.459 -2.161 -0.114  -1.40
C: 1.176 -0.214 0.205  0.91
C: 1.467 1.024 0.764  -0.30
C: 2.771 1.516 0.920  -0.68
C: 3.815 0.698 0.384  -0.43
C: 3.520 -0.486 -0.169  -0.63
C: 2.225 -0.964 -0.277  -0.33
H: -3.805 1.879 -1.147  0.35
H: -2.841 2.314 0.225  0.39
H: -4.214 1.475 0.403  0.40
H: -0.931 1.120 -0.204  0.30
H: -1.414 -2.332 -0.527  0.39
H: -0.644 -2.715 0.744  0.37
H: 0.353 -2.590 -0.799  0.26
H: 0.642 1.700 0.969  0.28
H: 2.993 2.407 1.454  0.44
H: 4.777 1.207 0.323  0.37
H: 4.239 -1.292 -0.470  0.30
H: 2.005 -1.996 -0.594  0.17

**LUMO level**: -4.01 eV
**SMILES**: [H]/N=C([NH3+])/C=C(\C)c1ccccc1
**Maximum force**: 4.4 eV Å⁻¹
**Frontier orbital gap**: 7.96 eV
**Net charge**: +1

***

[2]
ORCA calculation (wB97M-V/def2-TZVPD) on the ion C10H13N2O with charge +1.

Each line ends with the Mulliken charge.
Positions of all 26 atoms, in Å:
C: -0.583 3.398 2.487  -0.61
O: 0.385 2.272 2.355  -0.31
C: 1.423 2.194 1.494  -0.09
C: 2.743 3.033 1.990  -0.45
N: 2.928 4.427 2.607  0.50
N: 2.967 5.491 3.053  -0.15
C: 1.582 0.792 0.959  0.43
C: 2.074 0.580 -0.374  -0.57
C: 2.510 -0.675 -0.790  -0.45
C: 2.403 -1.777 0.043  0.97
C: 3.040 -3.052 -0.428  -1.43
C: 1.710 -1.658 1.274  -0.67
C: 1.255 -0.382 1.693  -0.36
H: -1.206 3.222 3.395  0.24
H: -0.089 4.386 2.622  0.25
H: -1.267 3.415 1.609  0.29
H: 1.492 3.014 0.709  0.26
H: 3.451 3.059 1.113  0.36
H: 3.123 2.349 2.795  0.34
H: 2.150 1.454 -1.058  0.33
H: 2.957 -0.783 -1.807  0.35
H: 2.891 -3.891 0.243  0.36
H: 2.681 -3.313 -1.432  0.35
H: 4.116 -2.884 -0.548  0.33
H: 1.549 -2.542 1.882  0.36
H: 0.686 -0.282 2.643  0.38

**LUMO level**: -5.75 eV
**SMILES**: CO[C@@H](C[N+]#N)c1ccc(C)cc1
**Maximum force**: 7.8 eV Å⁻¹
**Frontier orbital gap**: 6.41 eV
**Net charge**: +1

***

[3]
ORCA calculation (wB97M-V/def2-TZVPD) on a cluster of 2 separate species, C10H13N2O in total.

Each line ends with the Mulliken spin population.
Positions of all 26 atoms, in Å:
C: -3.520 0.594 -2.551  0.29
C: -2.810 1.590 -1.852  -0.04
C: -2.832 -0.551 -2.941  -0.10
C: -1.500 1.448 -1.571  0.18
C: -1.468 -0.695 -2.742  0.24
C: -0.858 0.334 -2.011  0.04
C: 1.575 -0.512 -1.642  0.13
C: 0.388 -0.008 -1.561  0.52
C: 1.018 -0.447 2.233  0.06
C: 2.137 -0.479 3.239  0.00
N: -0.089 -1.110 2.559  0.08
N: 1.003 0.476 1.264  0.04
O: 0.050 0.651 0.389  0.45
H: -4.544 0.666 -2.778  0.02
H: -3.252 2.488 -1.514  0.00
H: -3.338 -1.162 -3.655  0.00
H: -0.884 2.103 -1.036  0.00
H: -0.916 -1.444 -3.097  0.02
H: 2.266 -0.878 -0.951  0.03
H: 1.845 -0.756 -2.666  0.04
H: 3.114 -0.263 2.851  0.00
H: 2.266 -1.508 3.516  0.00
H: 1.865 0.322 3.910  0.01
H: -0.104 -1.600 3.412  0.00
H: -0.830 -1.119 1.980  0.00
H: 1.849 1.165 1.229  -0.01

**LUMO level (spin up / spin down)**: -3.12 / -6.97 eV
**Expectation value of S²**: 2.036
**Maximum force**: 5.1 eV Å⁻¹
**Frontier orbital gap (spin up / spin down)**: 6.38 / 5.04 eV
**Multiplicity**: 3
**Net charge**: +1